(1)
ORCA calculation (wB97M-V/def2-TZVPD) on a structure of composition C49H44KN10O4PSe.

Relative energy (zero: lowest compared OMol25 entry of this formula, charge and spin): 0.47 kcal per mole
HOMO-LUMO gap: 7.0 eV
E_LUMO: -0.80 eV
Net charge: 0
HOMO level: -7.8 eV
Molar mass: 985.99 g mol⁻¹

Each line ends with the Löwdin charge.
CARTESIAN COORDINATES (ANGSTROEM)
1 K -0.702 0.891 -0.310  0.573
2 C -3.945 2.789 1.813  -0.143
3 N -2.519 2.972 1.694  -0.059
4 C -1.922 3.913 2.619  -0.137
5 C -0.432 3.845 2.496  -0.323
6 N 0.214 3.814 1.367  0.187
7 C 1.559 3.770 1.725  -0.218
8 C 2.698 3.739 0.924  -0.004
9 C 3.927 3.715 1.551  -0.087
10 C 4.036 3.714 2.950  -0.111
11 C 2.918 3.742 3.762  -0.033
12 C 1.685 3.772 3.120  -0.193
13 N 0.386 3.832 3.589  0.168
14 C -4.298 1.459 1.220  -0.316
15 N -3.418 0.532 0.974  0.130
16 C -4.121 -0.498 0.357  -0.217
17 C -3.663 -1.705 -0.162  -0.004
18 C -4.595 -2.545 -0.742  -0.078
19 C -5.951 -2.196 -0.812  -0.091
20 C -6.419 -0.996 -0.306  -0.026
21 C -5.476 -0.159 0.276  -0.202
22 N -5.560 1.100 0.851  0.164
23 H -4.555 3.573 1.341  0.124
24 H -4.202 2.776 2.878  0.129
25 H -2.244 3.184 0.738  0.078
26 H -2.207 3.629 3.636  0.122
27 H -2.250 4.952 2.464  0.129
28 H 2.612 3.718 -0.153  0.114
29 H 4.829 3.678 0.954  0.102
30 H 5.020 3.689 3.402  0.101
31 H 3.003 3.745 4.841  0.107
32 H 0.087 3.730 4.542  0.159
33 H -2.611 -1.963 -0.129  0.104
34 H -4.274 -3.491 -1.156  0.102
35 H -6.648 -2.881 -1.276  0.100
36 H -7.467 -0.730 -0.366  0.107
37 H -6.379 1.677 0.930  0.161
38 O -1.138 0.670 2.957  -0.083
39 N -0.722 -0.638 2.786  -0.013
40 C -1.626 -1.523 2.693  -0.138
41 C -1.220 -2.903 2.387  -0.216
42 C -1.984 -3.942 2.918  -0.042
43 C -1.634 -5.262 2.701  -0.080
44 C -0.514 -5.553 1.935  -0.075
45 C 0.228 -4.527 1.371  -0.095
46 C -0.106 -3.186 1.570  -0.280
47 P 0.772 -1.804 0.716  1.103
48 C 2.249 -1.551 1.772  -0.354
49 C 3.119 -2.589 2.099  -0.084
50 C 4.246 -2.348 2.869  -0.079
51 C 4.520 -1.060 3.312  -0.085
52 C 3.666 -0.018 2.983  -0.077
53 C 2.533 -0.264 2.218  -0.107
54 C 1.496 -2.619 -0.758  -0.357
55 C 2.769 -2.259 -1.196  -0.075
56 C 3.250 -2.696 -2.422  -0.066
57 C 2.469 -3.510 -3.229  -0.095
58 C 1.193 -3.864 -2.812  -0.105
59 C 0.706 -3.409 -1.596  -0.118
60 H -1.968 0.809 2.452  0.033
61 H -2.683 -1.291 2.825  0.129
62 H -2.854 -3.701 3.518  0.113
63 H -2.228 -6.059 3.129  0.102
64 H -0.224 -6.582 1.764  0.104
65 H 1.077 -4.775 0.748  0.100
66 H 2.920 -3.593 1.742  0.101
67 H 4.915 -3.163 3.116  0.101
68 H 5.404 -0.869 3.908  0.101
69 H 3.881 0.992 3.308  0.090
70 H 1.875 0.554 1.950  0.099
71 H 3.389 -1.617 -0.585  0.093
72 H 4.238 -2.390 -2.744  0.108
73 H 2.849 -3.862 -4.180  0.099
74 H 0.570 -4.493 -3.438  0.100
75 H -0.304 -3.667 -1.298  0.105
76 O 2.137 1.409 -3.096  -0.113
77 C 2.490 1.239 -1.899  -0.642
78 O 1.724 1.103 -0.918  -0.160
79 C 3.981 1.168 -1.627  -0.135
80 C 4.897 1.383 -2.651  -0.027
81 C 6.259 1.292 -2.402  -0.089
82 C 6.716 0.976 -1.128  -0.097
83 C 5.805 0.759 -0.102  -0.078
84 C 4.444 0.864 -0.352  -0.051
85 H 4.520 1.614 -3.638  0.110
86 H 6.969 1.464 -3.202  0.096
87 H 7.779 0.899 -0.936  0.096
88 H 6.152 0.511 0.894  0.097
89 H 3.719 0.715 0.439  0.078
90 C -1.495 -2.128 -4.104  -0.002
91 C -0.765 -1.005 -3.402  -0.594
92 N 0.369 -0.582 -3.959  0.217
93 O -1.237 -0.505 -2.377  -0.110
94 H -0.837 -2.733 -4.725  0.069
95 H -2.269 -1.689 -4.737  0.083
96 H -1.982 -2.753 -3.359  0.076
97 H 0.742 -1.065 -4.755  0.109
98 H 0.910 0.206 -3.570  0.062
99 Se -0.490 3.050 -2.975  1.244
100 N -1.566 2.417 -4.218  -0.195
101 C -2.756 2.283 -3.655  -0.396
102 C -3.912 1.760 -4.299  0.001
103 C -5.050 1.693 -3.570  -0.045
104 C -5.053 2.144 -2.211  -0.135
105 N -4.030 2.621 -1.567  0.140
106 C -2.861 2.695 -2.279  -0.455
107 N -1.743 3.149 -1.733  -0.249
108 H -3.852 1.436 -5.329  0.120
109 H -5.968 1.304 -3.989  0.103
110 H -5.987 2.089 -1.661  0.098

***

(2)
ORCA calculation (wB97M-V/def2-TZVPD) on a structure of composition C49H44KN10O4PSe in a non-equilibrium geometry.

Relative energy (zero: lowest compared OMol25 entry of this formula, charge and spin): 48.63 kcal per mole
HOMO-LUMO gap: 6.5 eV
E_LUMO: -1.02 eV
Net charge: 0
HOMO level: -7.5 eV
Molar mass: 985.99 g mol⁻¹

Each line ends with the Löwdin charge.
CARTESIAN COORDINATES (ANGSTROEM)
1 K -1.534 0.288 0.705  0.731
2 C -3.665 -2.576 -0.354  -0.135
3 N -2.245 -2.438 -0.141  -0.071
4 C -1.473 -3.498 -0.739  -0.152
5 C -0.033 -3.348 -0.388  -0.307
6 N 0.420 -2.882 0.736  0.196
7 C 1.785 -2.978 0.668  -0.223
8 C 2.759 -2.649 1.601  -0.010
9 C 4.078 -2.858 1.255  -0.096
10 C 4.434 -3.394 0.017  -0.097
11 C 3.480 -3.766 -0.910  -0.050
12 C 2.154 -3.543 -0.574  -0.205
13 N 0.969 -3.767 -1.227  0.171
14 C -4.361 -1.312 0.011  -0.290
15 N -3.805 -0.148 -0.056  0.080
16 C -4.745 0.758 0.342  -0.248
17 C -4.674 2.140 0.460  -0.004
18 C -5.782 2.794 0.963  -0.093
19 C -6.945 2.107 1.319  -0.140
20 C -7.048 0.734 1.177  -0.090
21 C -5.935 0.073 0.681  -0.228
22 N -5.659 -1.253 0.445  0.174
23 H -4.113 -3.421 0.206  0.127
24 H -3.830 -2.763 -1.423  0.138
25 H -2.045 -2.392 0.855  0.051
26 H -1.590 -3.447 -1.829  0.125
27 H -1.810 -4.508 -0.412  0.133
28 H 2.467 -2.267 2.564  0.101
29 H 4.861 -2.598 1.953  0.101
30 H 5.476 -3.531 -0.227  0.104
31 H 3.758 -4.210 -1.853  0.111
32 H 0.855 -4.130 -2.158  0.159
33 H -3.798 2.667 0.124  0.114
34 H -5.758 3.867 1.086  0.106
35 H -7.789 2.660 1.706  0.102
36 H -7.958 0.204 1.424  0.107
37 H -6.305 -2.019 0.534  0.160
38 O 2.628 -0.099 3.827  -0.055
39 N 2.027 0.815 3.020  0.012
40 C 2.548 1.157 1.918  -0.141
41 C 3.826 0.727 1.323  -0.226
42 C 4.982 0.704 2.103  -0.047
43 C 6.197 0.320 1.562  -0.077
44 C 6.263 -0.058 0.234  -0.072
45 C 5.122 -0.025 -0.553  -0.086
46 C 3.900 0.383 -0.037  -0.319
47 P 2.348 0.560 -1.031  1.164
48 C 2.977 0.234 -2.728  -0.367
49 C 3.455 -1.041 -3.028  -0.141
50 C 3.956 -1.330 -4.283  -0.084
51 C 3.959 -0.355 -5.268  -0.090
52 C 3.420 0.891 -5.000  -0.074
53 C 2.919 1.183 -3.743  -0.068
54 C 2.405 2.402 -1.070  -0.397
55 C 1.201 3.097 -1.077  -0.087
56 C 1.201 4.482 -1.066  -0.070
57 C 2.398 5.180 -1.039  -0.088
58 C 3.600 4.488 -1.040  -0.080
59 C 3.606 3.107 -1.066  -0.086
60 H 3.434 -0.466 3.413  0.066
61 H 1.958 1.873 1.361  0.093
62 H 4.937 1.052 3.128  0.121
63 H 7.085 0.313 2.175  0.104
64 H 7.205 -0.344 -0.209  0.106
65 H 5.197 -0.296 -1.593  0.095
66 H 3.449 -1.803 -2.259  0.072
67 H 4.354 -2.312 -4.500  0.101
68 H 4.373 -0.564 -6.243  0.099
69 H 3.396 1.650 -5.768  0.104
70 H 2.487 2.154 -3.546  0.106
71 H 0.266 2.550 -1.093  0.073
72 H 0.260 5.013 -1.074  0.107
73 H 2.401 6.260 -1.021  0.099
74 H 4.537 5.027 -1.015  0.101
75 H 4.548 2.577 -1.081  0.107
76 O -3.422 1.603 -2.365  0.013
77 C -2.256 1.332 -2.093  -0.686
78 O -1.581 1.664 -1.097  -0.235
79 C -1.506 0.482 -3.134  -0.114
80 C -1.759 0.661 -4.487  -0.024
81 C -1.074 -0.088 -5.427  -0.089
82 C -0.148 -1.032 -5.019  -0.102
83 C 0.079 -1.237 -3.668  -0.107
84 C -0.592 -0.476 -2.727  -0.058
85 H -2.497 1.388 -4.790  0.113
86 H -1.265 0.058 -6.480  0.097
87 H 0.394 -1.608 -5.754  0.096
88 H 0.790 -1.983 -3.343  0.076
89 H -0.422 -0.624 -1.668  0.065
90 C -2.310 -3.984 3.839  0.006
91 C -2.355 -2.473 3.764  -0.579
92 N -2.793 -1.861 4.880  0.170
93 O -2.032 -1.858 2.771  0.000
94 H -1.934 -4.320 4.801  0.077
95 H -1.666 -4.353 3.045  0.079
96 H -3.312 -4.386 3.698  0.083
97 H -3.093 -2.359 5.701  0.107
98 H -2.862 -0.857 4.862  0.072
99 Se -5.218 0.904 3.823  1.222
100 N -4.841 2.539 4.336  -0.216
101 C -3.594 2.807 3.958  -0.380
102 C -2.900 4.010 4.152  0.007
103 C -1.606 4.067 3.698  -0.032
104 C -1.033 2.946 3.065  -0.105
105 N -1.649 1.810 2.859  0.059
106 C -2.909 1.723 3.291  -0.460
107 N -3.636 0.616 3.160  -0.215
108 H -3.390 4.838 4.640  0.118
109 H -1.022 4.967 3.814  0.106
110 H -0.008 2.983 2.722  0.105

***

Q: What is the formula in the first record?
A: C49H44KN10O4PSe

***

Q: What is the formula in the first record?
A: C49H44KN10O4PSe